(1)
# C21H34N3O2Si

A cluster of 2 separate species, C21H34N3O2Si in total at a distorted geometry (ωB97M-V/def2-TZVPD, the Open Molecules 2025 dataset).

```
61
Properties=species:S:1:pos:R:3
C 0.37168 -4.24979 6.14964
C 1.16320 -4.38504 4.69226
C 0.67860 -3.10286 3.77921
O 1.27422 -3.04967 2.43541
Si 0.70538 -1.62186 1.53463
C -0.56684 -0.54328 2.49554
C -1.62685 0.28579 1.53566
N -2.93749 -0.47038 1.56555
C 2.34164 -0.62689 1.09645
C 2.49133 0.77077 1.94697
C 1.52606 1.99109 1.42131
C 1.15704 2.14688 -0.17415
C 0.17143 3.29441 -0.82158
C -0.51056 4.38665 0.22085
C -0.10949 4.26815 1.82471
C 0.88180 3.11746 2.45431
C -0.10905 -2.34162 -0.09067
C -0.57201 -3.93499 -0.05128
C -1.21823 -4.39429 -1.52477
C -1.29498 -3.22426 -2.65503
N -0.85111 -1.80114 -2.63190
C -0.23462 -1.33179 -1.35772
H -0.75612 -3.92530 5.93684
H 0.84103 -3.36149 6.79366
H 0.40400 -5.27108 6.75104
H 0.94393 -5.43469 4.21305
H 2.30354 -4.22389 4.92322
H -0.50296 -3.21229 3.65590
H 0.84930 -2.09598 4.35089
H -1.23185 -1.13448 3.27413
H -0.00092 0.28589 3.13545
H -1.82558 1.32393 2.08838
H -1.21882 0.53294 0.46728
H -3.67139 0.03892 2.14383
H -3.31522 -0.66865 0.61336
H 2.41079 -0.48551 -0.08036
H 3.29288 -1.28891 1.38308
H 3.62143 1.14640 1.86321
H 2.32893 0.54452 3.09825
H 1.62541 1.36888 -0.92240
H -0.03645 3.31530 -1.99595
H -1.24055 5.18760 -0.23132
H -0.57845 5.04745 2.57337
H 1.15383 3.05381 3.59823
H -0.45242 -4.65087 0.86553
H -1.61363 -5.50315 -1.69599
H -1.79681 -3.57394 -3.68286
H 0.12144 -0.19645 -1.27835
C 0.28141 1.85377 -4.49474
C -0.50179 3.02824 -4.98948
O -1.43973 3.55564 -4.42658
N -0.13445 3.69732 -6.17857
C -0.98213 3.30054 -7.32706
H -0.27740 1.35015 -3.70157
H 0.44143 1.14625 -5.31239
H 1.24312 2.19459 -4.10421
H 0.85557 3.55073 -6.38230
H -0.35427 4.67841 -5.97372
H -0.83405 2.23398 -7.51528
H -0.65745 3.88668 -8.18982
H -2.02674 3.52144 -7.09115
```

As for the orbital gap: 0.2339 Eh. The net charge is +1.

=====

(2)
# C21H16F3N2

A cluster of 2 separate species, C21H16F3N2 in total at a distorted geometry (ωB97M-V/def2-TZVPD, the Open Molecules 2025 dataset).

```
42
Properties=species:S:1:pos:R:3
F 2.84505 5.35074 1.95361
C 2.74695 4.00149 1.90268
C 3.88477 3.21591 1.89538
C 3.78749 1.83477 1.85560
F 4.90175 1.06939 1.88254
C 2.54721 1.24699 1.81105
C 1.36315 2.01043 1.82332
C 0.13706 1.30332 1.79743
C -1.21474 1.72277 1.81536
C -2.20116 0.71560 1.82594
C -3.53265 1.02927 1.88063
C -3.93390 2.34986 1.91778
C -2.99705 3.36827 1.88835
F -3.38655 4.66532 1.93561
C -1.65939 3.05924 1.83080
C 1.50624 3.40988 1.87204
H 4.84838 3.68519 1.94378
H 2.49137 0.17450 1.75984
H 0.25831 0.23293 1.77099
H -1.89205 -0.31478 1.77871
H -4.26718 0.24377 1.89424
H -4.97260 2.61606 1.97008
H -0.98205 3.88321 1.78359
H 0.66520 4.06574 1.91384
C 0.85872 -1.79049 -4.61323
N 0.49661 -1.93311 -3.21582
C 0.60323 -0.96456 -2.23130
N 0.19224 -1.39525 -1.06731
C -0.20844 -2.69221 -1.25761
C -0.02858 -3.06142 -2.60942
C -0.36501 -4.34464 -3.06235
C -0.87426 -5.23558 -2.15459
C -1.05413 -4.87852 -0.80799
C -0.73070 -3.62736 -0.35043
H 0.66493 -2.71450 -5.14999
H 0.27740 -0.99153 -5.06339
H 1.91432 -1.55058 -4.69340
H 0.98819 0.02915 -2.41165
H -0.22191 -4.61274 -4.09553
H -1.13967 -6.22884 -2.47778
H -1.45429 -5.60478 -0.12022
H -0.86223 -3.34288 0.67881
```

Its energy above the lowest of the compared OMol25 structures with the same formula, charge and spin is 0.0 kcal/mol. As for the orbital gap: 0.1643 Eh. The net charge is +1.

=====

(3)
# C16H23BF4NRu

A structure of composition C16H23BF4NRu (ωB97M-V/def2-TZVPD, the Open Molecules 2025 dataset).

```
46
Properties=species:S:1:pos:R:3
Ru 0.04390 0.20021 0.31028
C -1.89846 0.70163 1.09177
C -1.49230 1.76174 0.23908
C -0.29489 2.30593 0.77428
C 0.02842 1.62062 1.99263
C -0.95586 0.61046 2.18430
C -1.14875 -0.25662 3.38676
C 1.00924 2.13599 2.99385
C 0.45513 3.46842 0.21921
C -2.20341 2.31319 -0.94931
C -3.12210 -0.14310 0.96989
H -1.18493 -1.31510 3.12606
H -2.09763 -0.01234 3.86854
H -0.36445 -0.10775 4.12715
H 1.97867 2.36282 2.54667
H 1.16060 1.45507 3.82656
H 0.62469 3.07250 3.40461
H 0.17644 4.37183 0.76864
H 0.22437 3.62858 -0.83171
H 1.53204 3.34011 0.32358
H -1.64210 2.15073 -1.86624
H -2.34060 3.38703 -0.81608
H -3.18135 1.85760 -1.08126
H -2.86945 -1.20236 0.90136
H -3.70801 0.11797 0.09260
H -3.74821 -0.01282 1.85492
F -2.13460 -1.61071 -2.65528
B -1.48282 -0.61712 -3.25453
F -2.09720 0.54416 -3.43378
F -0.43194 -0.90732 -4.01756
F -0.39767 -0.12595 -1.59131
C 1.36462 -2.17172 -1.83780
C 2.06723 -1.94985 -0.58520
C 3.30849 -2.62946 -0.21667
C 3.56570 -2.29843 1.05935
C 2.52788 -1.36313 1.45603
C 2.45187 -0.68968 2.74413
N 1.64766 -1.16617 0.44694
H 1.87600 -2.92183 -2.43497
H 1.27116 -1.24280 -2.41281
H 0.32927 -2.47641 -1.64950
H 3.82957 -3.32683 -0.85245
H 4.37231 -2.62580 1.69479
H 3.08573 -1.17474 3.48237
H 1.40772 -0.66832 3.07115
H 2.77181 0.35216 2.65221
```

Its energy above the lowest of the compared OMol25 structures with the same formula, charge and spin is 21.8 kcal/mol. As for the orbital gap (alpha / beta): 0.1572 / 0.1564 Eh. The net charge is +1.

=====

(4)
# C5H4N2

An isolated molecule of C5H4N2 at a distorted geometry (ωB97M-V/def2-TZVPD, the Open Molecules 2025 dataset).

```
11
Properties=species:S:1:pos:R:3
C 0.79586 -1.67509 0.38090
C -0.15607 -0.99491 -0.02855
C -0.90482 -0.17530 -0.75643
N -1.49981 1.00494 -0.15492
C -0.25148 1.21900 -0.64165
C 0.79279 1.67007 0.17787
N 1.67659 2.15440 0.74320
H 0.80075 -2.52635 1.01914
H -1.37448 -0.48352 -1.67278
H -1.45227 0.99713 0.87227
H 1.79047 -1.22574 -0.09877
```

Its energy above the lowest of the compared OMol25 structures with the same formula, charge and spin is 136.8 kcal/mol. As for the orbital gap (alpha / beta): 0.2725 / 0.2721 Eh. The net charge is 0.

=====

(5)
# C2H9ClSi2

An isolated molecule of C2H9ClSi2 at a distorted geometry (ωB97M-V/def2-TZVPD, the Open Molecules 2025 dataset).

```
14
Properties=species:S:1:pos:R:3
C -1.21344 1.75988 0.83576
C 2.88024 1.25860 -0.40273
Si -0.83087 0.56310 -0.62473
Si 1.44168 -0.04266 -0.29542
Cl 1.94362 -0.73741 1.59252
H -1.00870 2.72943 0.73406
H -2.24714 1.72078 1.04975
H -0.72778 1.40045 1.65308
H 3.75486 0.75374 -0.06669
H 3.05258 1.62881 -1.42580
H 2.66988 2.33917 0.09514
H -1.86467 -0.50449 -0.57847
H -1.13140 1.28995 -2.13634
H 1.65306 -1.36415 -0.88570
```

Its energy above the lowest of the compared OMol25 structures with the same formula, charge and spin is 14.8 kcal/mol. As for the orbital gap: 0.3880 Eh. As for the SMILES: C[SiH2][Si@@H](C)Cl. The net charge is 0.

=====

(6)
# C3H6ClN

A cluster of 2 separate species, C3H6ClN in total at a distorted geometry (ωB97M-V/def2-TZVPD, the Open Molecules 2025 dataset).

```
11
Properties=species:S:1:pos:R:3
C -0.21610 0.60227 0.34143
C -1.53281 -0.04829 0.05894
C 1.13041 -0.79382 -0.43117
N 0.28497 1.52915 0.94272
Cl 2.70867 -0.24969 0.06125
H -2.27071 0.36690 0.63368
H -1.67582 0.19210 -1.03230
H -1.45300 -1.10306 0.16554
H 0.69836 -1.68459 -0.11688
H 1.07059 -0.58470 -1.56506
H 1.25544 1.77375 0.94185
```

Its energy above the lowest of the compared OMol25 structures with the same formula, charge and spin is 49.7 kcal/mol. As for the orbital gap (alpha / beta): 0.1968 / 0.3374 Eh. The net charge is 0. As for the spin multiplicity: 3.

=====

(7)
# C13H44N10O9

A cluster of 9 separate species, C13H44N10O9 in total at a distorted geometry (ωB97M-V/def2-TZVPD, the Open Molecules 2025 dataset).

```
76
Properties=species:S:1:pos:R:3
C -0.30361 -4.85988 1.34667
C 0.73739 -4.30688 0.27867
O 1.76539 -3.70888 0.96167
H -0.63361 -4.00088 1.85367
H 0.02339 -5.55588 2.15167
H -1.11461 -5.36788 0.99067
H 0.08339 -3.53388 -0.16933
H 1.22739 -5.09088 -0.27933
H 2.15339 -4.34788 1.54367
C -3.54261 3.18512 1.79867
C -4.79561 2.63612 1.16567
O -4.37661 1.61712 0.29467
H -2.66261 3.17312 1.11767
H -3.39161 2.63912 2.72267
H -3.55361 4.21312 2.04267
H -5.31361 3.35412 0.51767
H -5.51361 2.33712 2.01467
H -5.17061 1.42412 -0.28133
C -3.44261 -2.54988 1.38567
C -3.52661 -1.38188 2.36167
O -4.70561 -0.77288 1.99967
H -2.42161 -2.92988 1.39467
H -3.64261 -2.24188 0.33967
H -4.06261 -3.30588 1.66667
H -2.64961 -0.73588 2.29067
H -3.48061 -1.78088 3.34567
H -4.50761 -0.21788 1.27167
C 2.33239 -2.03888 -2.42533
C 3.54839 -2.45988 -1.66133
O 4.36139 -1.31588 -1.31933
H 1.84839 -1.17188 -1.95933
H 1.61439 -2.87288 -2.47333
H 2.60339 -1.73088 -3.40033
H 4.13339 -3.04288 -2.34033
H 3.27239 -3.11388 -0.84633
H 5.18739 -1.46588 -0.86833
C 0.43639 -0.61388 1.91167
O -0.23761 -1.45988 2.77167
N 1.18339 -1.05788 0.96867
N 0.11339 0.63612 1.82467
H 1.33239 -2.04488 1.15967
H 1.91839 -0.46988 0.47267
H -0.47061 1.18312 2.48167
H 0.55739 1.20612 1.13567
C 3.54339 1.57912 0.03367
O 3.24839 2.89912 -0.23833
N 4.60439 1.24912 0.72167
N 2.79639 0.58612 -0.37933
H 5.31839 1.92912 0.75467
H 4.81239 0.30712 1.02667
H 2.04539 0.88612 -1.17033
H 3.38839 -0.17888 -0.78633
C 0.17839 3.88112 -0.21733
O 0.09139 3.58912 1.14567
N 0.87639 4.86912 -0.64933
N -0.49861 3.26212 -1.12133
H 1.41239 5.39712 0.07867
H 1.25339 4.83212 -1.55633
H -1.06161 2.43712 -0.76733
H -0.56661 3.61412 -2.09933
C -1.73061 -0.06788 -0.95733
O -2.79661 -0.32588 -1.84133
N -1.73961 0.87912 -0.08433
N -0.58061 -0.69088 -0.97633
H -2.67061 1.28212 0.10367
H -1.14661 0.77412 0.70167
H -0.54061 -1.53088 -1.59833
H 0.12339 -0.76988 -0.16933
C 1.51439 1.37512 -3.11033
O 1.60239 0.58812 -4.22133
N 2.31239 2.38012 -2.93033
N 0.91539 1.23812 -2.00033
H 2.92439 2.48112 -3.76933
H 2.70339 2.69912 -2.08933
H 0.30639 0.38212 -1.71733
H 0.44739 2.11212 -1.67533
```

Its energy above the lowest of the compared OMol25 structures with the same formula, charge and spin is 186.3 kcal/mol. As for the orbital gap: 0.3323 Eh. As for the SMILES: NC(N)=O.NC(N)=O.NC(N)=O.NC(N)=O.NC(N)=O.CCO.CCO.CCO.CCO. The net charge is 0.

=====

| no. | E (hartree) |
| --- | --- |
| 1 | -1423.9787 |
| 2 | -1218.6709 |
| 3 | -1197.3333 |
| 4 | -302.2103 |
| 5 | -1120.7643 |
| 6 | -632.6187 |
| 7 | -1746.2997 |